A 13-piece molecular cluster, C54H56Br2F8N4O8 overall, computed with wB97M-V/def2-TZVPD.

Last column: Löwdin charge in e.
Geometry (Å):
C -3.105 26.157 8.141  0.06
N -1.782 25.385 8.025  -0.47
O -1.214 25.596 6.977  0.05
O -1.362 24.778 8.944  0.08
H -3.043 26.651 9.110  0.09
H -3.946 25.467 8.074  0.09
H -3.075 26.874 7.320  0.09
C 8.596 25.176 11.276  0.06
N 9.835 24.835 10.430  -0.45
O 9.838 23.822 9.736  0.04
O 10.768 25.554 10.521  0.08
H 8.844 26.077 11.837  0.09
H 8.345 24.397 11.996  0.09
H 7.800 25.404 10.567  0.09
C -0.049 18.791 15.180  0.05
N -0.270 19.261 16.570  -0.49
O 0.465 18.818 17.378  0.07
O -1.103 20.086 16.860  0.06
H -0.853 19.217 14.579  0.10
H -0.220 17.714 15.180  0.10
H 0.951 19.149 14.936  0.10
C 4.897 19.837 20.747  0.06
N 5.689 20.679 19.735  -0.40
O 6.115 20.128 18.743  0.06
O 5.816 21.932 19.962  0.00
H 3.834 19.837 20.506  0.10
H 5.098 20.246 21.737  0.09
H 5.433 18.888 20.730  0.09
Br 0.599 17.952 10.265  0.53
C -0.849 18.524 8.966  -0.65
C -0.705 20.034 8.647  -0.67
Br -2.102 20.457 7.325  0.59
H -1.875 18.370 9.301  0.05
H -0.738 17.930 8.059  0.04
H 0.223 20.296 8.139  0.05
H -0.856 20.670 9.519  0.05
F 3.668 30.058 12.493  0.12
C 3.143 29.726 11.369  -0.34
C 2.448 30.631 10.604  -0.04
C 1.956 30.256 9.377  -0.09
C 2.085 28.928 8.980  -0.10
C 2.732 27.935 9.715  -0.06
C 3.234 28.399 10.927  -0.02
H 2.382 31.643 10.976  0.12
H 1.574 31.142 8.891  0.11
H 1.700 28.639 8.013  0.10
H 2.790 26.882 9.481  0.11
H 3.777 27.728 11.576  0.11
F -4.552 22.980 12.666  0.02
C -5.777 23.494 13.088  -0.23
C -6.041 23.519 14.452  -0.02
C -7.286 23.940 14.881  -0.07
C -8.309 24.243 13.953  -0.11
C -8.061 24.211 12.644  -0.11
C -6.767 23.944 12.222  -0.03
H -5.300 23.311 15.210  0.11
H -7.439 24.050 15.945  0.10
H -9.232 24.590 14.393  0.10
H -8.788 24.428 11.875  0.11
H -6.612 23.897 11.155  0.11
F 0.579 28.939 21.910  0.09
C 1.055 28.232 20.912  -0.30
C 0.658 28.678 19.638  -0.02
C 0.926 27.910 18.529  -0.08
C 1.749 26.773 18.669  -0.11
C 2.229 26.345 19.880  -0.09
C 1.847 27.070 21.037  -0.01
H 0.158 29.621 19.474  0.11
H 0.655 28.214 17.529  0.10
H 2.122 26.243 17.804  0.09
H 2.927 25.542 20.066  0.10
H 2.161 26.824 22.041  0.11
F -7.373 24.596 21.001  0.02
C -6.132 24.731 20.383  -0.26
C -5.740 25.993 20.007  -0.03
C -4.560 26.213 19.285  -0.08
C -3.711 25.126 19.053  -0.08
C -4.127 23.800 19.413  -0.06
C -5.338 23.662 20.068  -0.04
H -6.389 26.841 20.173  0.11
H -4.270 27.242 19.133  0.10
H -2.758 25.218 18.554  0.09
H -3.478 22.988 19.121  0.10
H -5.645 22.648 20.279  0.12
F 5.892 16.722 10.684  0.12
C 6.678 16.739 9.673  -0.35
C 7.345 15.602 9.243  -0.01
C 8.249 15.703 8.199  -0.08
C 8.352 16.909 7.512  -0.12
C 7.679 18.037 7.886  -0.08
C 6.846 17.941 9.000  -0.01
H 7.175 14.690 9.796  0.11
H 8.871 14.876 7.889  0.10
H 8.979 16.970 6.635  0.10
H 7.750 19.005 7.412  0.11
H 6.304 18.818 9.322  0.11
F 10.927 23.319 14.560  0.04
C 11.104 23.906 15.770  -0.24
C 10.397 23.406 16.841  -0.04
C 10.501 24.040 18.035  -0.10
C 11.374 25.117 18.211  -0.10
C 12.184 25.637 17.195  -0.08
C 11.998 25.046 15.943  0.00
H 9.621 22.672 16.681  0.12
H 9.913 23.756 18.895  0.11
H 11.447 25.533 19.204  0.09
H 12.809 26.482 17.443  0.10
H 12.580 25.373 15.094  0.10
F 2.706 22.365 10.951  0.07
C 2.825 22.403 12.273  -0.29
C 1.782 22.879 13.072  0.01
C 1.954 22.864 14.502  -0.09
C 3.050 22.359 15.077  -0.13
C 4.116 22.027 14.279  -0.09
C 4.046 22.053 12.879  -0.01
H 0.896 23.316 12.636  0.11
H 1.208 23.335 15.125  0.10
H 3.148 22.527 16.140  0.11
H 5.066 21.713 14.686  0.10
H 4.974 21.805 12.385  0.11
F -1.977 26.847 14.123  0.01
C -2.582 27.803 13.298  -0.24
C -3.975 27.947 13.343  -0.01
C -4.587 29.050 12.678  -0.07
C -3.761 29.891 11.922  -0.10
C -2.365 29.725 11.904  -0.08
C -1.785 28.665 12.585  -0.03
H -4.563 27.207 13.865  0.11
H -5.664 29.124 12.698  0.10
H -4.217 30.656 11.311  0.09
H -1.761 30.450 11.379  0.10
H -0.715 28.553 12.493  0.11

Values from the calculation:
Charge: 0
Relative energy (zero: lowest compared OMol25 entry of this formula, charge and spin): 35.6 kcal/mol
Spin multiplicity: 1
HOMO: -0.3324 Ha
M: 1200.9 g mol⁻¹

***

C54H56F3N8S2Ti as an isolated structure, computed with wB97M-V/def2-TZVPD.

Last column: Löwdin charge in e.
Geometry (Å):
Ti 0.305 0.860 0.539  1.11
C -3.496 1.913 0.375  -0.07
C -4.206 0.870 -0.473  -0.34
C -4.454 -0.433 0.282  -0.05
C -3.479 0.629 -1.776  -0.17
C -4.234 0.901 -2.908  -0.06
C -3.775 0.665 -4.184  -0.08
C -2.536 0.080 -4.317  -0.05
C -1.749 -0.226 -3.215  -0.14
C -0.447 -0.927 -3.528  -0.37
C -0.688 -2.316 -4.127  -0.04
C 0.408 -0.096 -4.492  -0.06
C -2.172 0.104 -1.904  -0.18
N -1.292 -0.138 -0.801  0.03
C -1.041 -1.437 -0.544  -0.25
C 0.126 -1.902 0.190  -0.26
N 1.020 -1.057 0.738  -0.01
C 2.223 -1.505 1.344  -0.17
C 3.427 -1.665 0.603  -0.14
C 4.643 -1.707 1.284  -0.08
C 4.733 -1.626 2.653  -0.08
C 3.557 -1.700 3.369  -0.05
C 2.310 -1.701 2.755  -0.11
C 1.167 -1.950 3.731  -0.35
C 0.421 -0.672 4.080  -0.05
C 0.169 -3.021 3.301  -0.05
C 3.647 -1.864 -0.902  -0.34
C 2.451 -2.249 -1.755  -0.05
C 4.371 -0.678 -1.557  -0.06
C 0.147 -3.345 0.130  -0.13
C 1.034 -4.342 0.528  -0.05
C 0.694 -5.671 0.280  -0.08
C -0.488 -6.051 -0.330  -0.04
C -1.406 -5.068 -0.768  -0.18
C -2.649 -5.262 -1.409  -0.03
C -3.403 -4.170 -1.799  -0.08
C -2.992 -2.850 -1.609  -0.02
C -1.782 -2.614 -0.965  -0.10
C -1.036 -3.741 -0.542  -0.09
H -3.910 1.941 1.381  0.08
H -3.622 2.886 -0.088  0.07
H -2.431 1.669 0.421  0.03
H -5.194 1.276 -0.726  0.13
H -3.525 -0.953 0.490  0.06
H -5.095 -1.093 -0.302  0.08
H -4.952 -0.216 1.224  0.07
H -5.227 1.309 -2.779  0.11
H -4.376 0.906 -5.050  0.10
H -2.165 -0.154 -5.303  0.10
H 0.105 -1.082 -2.601  0.08
H -1.287 -2.251 -5.033  0.08
H -1.209 -2.955 -3.420  0.06
H 0.267 -2.780 -4.368  0.08
H 0.051 -0.211 -5.513  0.07
H 1.445 -0.430 -4.458  0.07
H 0.356 0.960 -4.238  0.07
H 5.552 -1.802 0.705  0.11
H 5.690 -1.572 3.154  0.10
H 3.607 -1.775 4.447  0.11
H 1.640 -2.329 4.647  0.12
H 0.113 -0.200 3.152  0.03
H 1.050 0.023 4.629  0.09
H -0.463 -0.900 4.674  0.09
H -0.457 -2.680 2.482  0.07
H -0.482 -3.260 4.140  0.08
H 0.683 -3.929 2.998  0.07
H 4.344 -2.713 -0.956  0.13
H 1.696 -1.475 -1.713  0.05
H 2.017 -3.186 -1.422  0.07
H 2.765 -2.372 -2.790  0.09
H 3.698 0.163 -1.709  0.05
H 4.762 -0.984 -2.528  0.08
H 5.211 -0.343 -0.954  0.07
H 1.972 -4.093 1.005  0.11
H 1.387 -6.442 0.593  0.10
H -0.699 -7.100 -0.488  0.10
H -3.012 -6.264 -1.594  0.10
H -4.354 -4.334 -2.290  0.10
H -3.611 -2.044 -1.967  0.10
C -4.063 0.682 4.223  -0.10
C -3.447 1.920 4.340  -0.10
C -2.308 2.212 3.620  -0.03
C -1.755 1.260 2.751  -0.32
C -2.368 0.005 2.660  -0.07
C -3.509 -0.275 3.385  -0.10
N -0.556 1.508 2.094  -0.17
N 0.262 2.228 2.949  0.03
C 1.528 2.122 2.677  -0.46
C 2.516 2.691 3.539  -0.03
C 3.830 2.548 3.241  -0.08
C 4.197 1.862 2.057  -0.07
C 3.211 1.348 1.263  -0.14
N 1.908 1.408 1.561  -0.04
H -4.952 0.463 4.801  0.09
H -3.862 2.663 5.011  0.10
H -1.813 3.168 3.716  0.10
H -1.908 -0.757 2.035  0.10
H -3.961 -1.255 3.304  0.11
H 2.157 3.221 4.407  0.11
H 4.602 2.962 3.878  0.10
H 5.233 1.756 1.776  0.10
H 3.464 0.855 0.330  0.10
F 1.615 6.474 -1.429  0.09
C 2.660 5.623 -1.511  -0.61
F 3.322 6.022 -2.625  0.10
F 3.484 5.944 -0.500  0.11
C 2.269 4.183 -1.582  -0.14
C 2.687 3.436 -2.663  0.02
C 2.284 2.104 -2.742  -0.07
C 1.430 1.622 -1.774  -0.18
N 1.010 2.316 -0.708  -0.09
C 1.481 3.600 -0.548  -0.68
S 1.165 4.462 0.850  0.79
H 3.300 3.883 -3.430  0.12
H 2.606 1.480 -3.560  0.10
H 1.030 0.614 -1.856  0.08
N -1.696 4.463 0.273  0.04
C -1.436 4.755 -1.020  -1.00
N -1.241 6.061 -1.328  0.07
S -1.522 3.608 -2.213  0.67
H -1.364 5.113 0.975  0.07
H -1.576 3.491 0.537  0.04
H -0.836 6.660 -0.622  0.09
H -0.945 6.244 -2.273  0.08

Values from the calculation:
Charge: -1
Relative energy (zero: lowest compared OMol25 entry of this formula, charge and spin): 44.5 kcal/mol
Spin multiplicity: 1
HOMO (alpha / beta): -0.1271 / -0.1270 Ha
M: 986.1 g mol⁻¹